Computed, not measured: C41H100F4N2O20S as an isolated structure in a non-equilibrium geometry, with the ωB97M-V functional and the def2-TZVPD basis.

The calculation puts the frontier orbital gap at 7.9 eV. As for the HOMO energy: -8.72 eV. Its LUMO energy is -0.868 eV.

The geometry in ORCA input format:
```
! wB97M-V def2-TZVPD RIJCOSX def2/J DEFGRID3
* xyz 0 1
C 1.9708 -2.6045 6.8888
C 0.9579 -2.6710 6.1716
C -0.1766 -2.8816 5.1169
C -1.0226 -1.5717 4.8528
C -0.3781 -0.5719 3.7922
C 0.2500 -1.2910 2.5536
C 1.7647 -1.4647 2.3922
C 2.6553 -0.8415 3.5095
C 2.7467 0.7207 3.2875
C 3.1689 1.1609 1.8370
C 2.7689 2.7090 1.6656
C 1.6192 2.8865 0.5633
C 2.2124 3.1790 -0.8943
C 2.4198 1.8038 -1.6602
C 1.0412 1.0723 -1.9745
C 2.3550 -2.1831 1.2496
C 3.8706 -2.4179 1.0678
F 4.1687 -3.6787 1.6634
F 4.6877 -1.4533 1.6255
C 4.3290 -2.5424 -0.4764
F 5.5482 -1.8816 -0.6174
F 4.4735 -3.8837 -0.7951
C 1.3481 -2.7254 0.2622
N 1.5667 -3.4655 -0.8734
S 0.1677 -3.8215 -1.6925
N -0.9187 -3.0814 -0.6651
C -0.1736 -2.5397 0.3543
C -0.6787 -1.7964 1.5484
C -2.2375 -1.5920 1.6601
C -2.5316 -0.2604 0.8437
O -2.0492 0.7946 1.2089
O -3.3190 -0.2506 -0.2951
H 2.8059 -2.9018 7.5609
H 0.2018 -3.3971 4.1934
H -0.8804 -3.6205 5.6117
H -1.0838 -1.0155 5.8362
H -2.0721 -1.8766 4.5942
H -1.2274 0.0803 3.4257
H 0.3274 0.0893 4.3523
H 2.1062 -0.9953 4.4886
H 3.6506 -1.3443 3.6429
H 3.5066 1.1770 3.9937
H 1.7801 1.2614 3.5189
H 4.2742 1.0979 1.6499
H 2.6387 0.6273 1.0056
H 2.3454 3.1516 2.6083
H 3.6491 3.3343 1.3470
H 0.9912 3.7961 0.8162
H 0.9028 2.0162 0.5551
H 3.1931 3.7232 -0.7729
H 1.5009 3.8039 -1.5145
H 3.0763 1.1184 -1.0565
H 2.9465 2.0174 -2.6293
H 0.1967 1.5764 -1.4215
H 0.8263 1.1397 -3.0827
H 1.1035 -0.0194 -1.6824
H 3.5310 -2.0803 -1.1231
H -2.5862 -1.3841 2.7000
H -2.7529 -2.4756 1.2056
H -3.0500 0.5567 -0.7871
C -7.1923 1.0244 -0.3522
O -6.1972 0.5893 -1.2694
H -7.9065 1.6534 -0.8814
H -7.7129 0.1581 0.0660
H -6.7259 1.6019 0.4483
H -5.5783 0.0353 -0.7766
C -6.6472 -1.2535 -4.0184
O -6.7896 -2.6744 -3.9907
H -7.4486 -0.8324 -4.6220
H -6.7119 -0.8581 -3.0046
H -5.6823 -0.9893 -4.4613
H -6.0699 -3.0208 -3.4515
C 1.3587 -4.9379 -5.2583
O 1.5367 -4.4277 -3.9423
H 0.3478 -5.3335 -5.3450
H 1.4965 -4.1370 -5.9886
H 2.0772 -5.7394 -5.4460
H 2.4361 -4.0832 -3.8871
C 6.4274 0.8231 4.4104
O 5.9026 1.7877 3.5039
H 5.6235 0.4731 5.0575
H 6.8357 -0.0224 3.8542
H 7.2103 1.2788 5.0218
H 6.6348 2.0805 2.9439
C -6.1710 -3.2463 -7.2001
O -6.9280 -2.0718 -7.4482
H -5.6529 -3.5302 -8.1161
H -5.4365 -3.0532 -6.4140
H -6.8379 -4.0570 -6.8963
H -7.3767 -1.8425 -6.6244
C 7.6120 1.9833 -0.0140
O 7.8148 2.5184 1.2926
H 6.5982 1.5909 -0.0765
H 7.7412 2.7702 -0.7601
H 8.3235 1.1749 -0.1990
H 8.7159 2.8605 1.3264
C -1.2383 5.6846 -2.5051
O -0.2302 4.6957 -2.3458
H -0.8223 6.5199 -3.0673
H -2.0847 5.2647 -3.0545
H -1.5701 6.0382 -1.5255
H -0.6219 3.9686 -1.8477
C 9.3833 -1.4289 5.0361
O 8.0511 -1.3843 5.5301
H 9.5242 -0.5993 4.3452
H 10.0909 -1.3351 5.8638
H 9.5509 -2.3708 4.5074
H 7.9420 -2.1245 6.1372
C 5.5536 5.0135 3.4723
O 4.2185 5.0722 3.9544
H 5.7137 5.8413 2.7818
H 6.2519 5.1004 4.3094
H 5.7139 4.0708 2.9491
H 4.1031 4.3318 4.5608
C -10.7636 -0.2777 -5.1736
O -9.7364 -1.2454 -4.9837
H -10.3518 0.5638 -5.7275
H -11.5859 -0.7161 -5.7431
H -11.1270 0.0714 -4.2039
H -10.1221 -1.9792 -4.4925
C -12.9799 2.6561 -4.2992
O -12.9711 2.1010 -5.6085
H -12.4592 1.9751 -3.6280
H -12.4679 3.6217 -4.3012
H -14.0099 2.7829 -3.9560
H -13.4358 2.7193 -6.1830
C -2.8945 -6.3390 -2.8326
O -2.9687 -4.9645 -3.1905
H -2.3236 -6.4285 -1.9095
H -3.9001 -6.7369 -2.6746
H -2.3924 -6.9026 -3.6234
H -3.4767 -4.9091 -4.0077
C 10.8889 -0.1344 1.0282
O 10.6716 0.5402 2.2616
H 11.8449 -0.6530 1.0781
H 10.0919 -0.8628 0.8575
H 10.9133 0.5883 0.2081
H 9.8208 0.9906 2.1944
C -0.4330 3.5607 -5.2656
O -1.4130 2.9592 -4.4253
H 0.1967 4.2095 -4.6611
H 0.1838 2.7832 -5.7260
H -0.9262 4.1533 -6.0392
H -1.9568 2.3911 -4.9822
C -0.7173 5.7365 -8.9840
O -0.6978 6.1771 -7.6322
H -0.0817 4.8567 -9.0730
H -1.7379 5.4749 -9.2753
H -0.3355 6.5248 -9.6376
H -1.2655 6.9539 -7.5772
C -6.8672 4.4087 1.7199
O -5.8701 3.9715 0.8064
H -7.5783 5.0368 1.1855
H -7.3924 3.5456 2.1390
H -6.4068 4.9887 2.5236
H -5.2537 3.4190 1.3007
C -0.0626 -3.1241 10.4142
O -0.6065 -2.1370 9.5581
H -0.8459 -3.5009 11.0704
H 0.3312 -3.9491 9.8139
H 0.7349 -2.6854 11.0201
H 0.1062 -1.8314 8.9830
C 2.4771 -5.8050 3.9202
O 1.9706 -4.8465 3.0035
H 1.6555 -6.1657 4.5386
H 2.9138 -6.6464 3.3754
H 3.2340 -5.3435 4.5604
H 2.7163 -4.5411 2.4664
*
```

---

Computed, not measured: C41H104BF10NO43PtS15 as an isolated structure in a non-equilibrium geometry, with the ωB97M-V functional and the def2-TZVPD basis.

The calculation puts the frontier orbital gap (spin up / spin down) at 10.0 / 8.5 eV. As for the HOMO energy (spin up / spin down): -10.50 / -10.60 eV. Its LUMO energy (spin up / spin down) is -0.488 / -2.077 eV. The energy relative to the best compared isomer or geometry (same formula, charge and spin) comes out at 0.000 eV.

The geometry in ORCA input format:
```
! wB97M-V def2-TZVPD RIJCOSX def2/J DEFGRID3
* xyz 0 3
Pt -3.3836 1.7331 0.7422
B -5.2942 1.5346 -1.1684
F -4.6003 0.4525 -0.4989
F -6.3471 1.0971 -1.9074
F -5.7400 2.4304 -0.1405
F -4.3218 2.2491 -1.8734
C -1.5876 -2.1340 -0.1034
F -0.5376 -2.9159 -0.3130
F -2.1004 -1.7540 -1.2816
F -2.5379 -2.7797 0.5743
S -1.0198 -0.6327 0.8967
O -1.7135 -0.7025 2.1448
O 0.3999 -0.6977 0.9855
N -1.6333 0.6827 0.0591
S -0.5589 1.0409 -1.0965
O 0.0783 -0.1142 -1.6480
O -1.1936 1.8620 -2.0769
C 0.7648 2.0799 -0.2597
F 0.6869 2.0078 1.0707
F 1.9315 1.6007 -0.6539
F 0.6708 3.3657 -0.5997
O 0.7762 0.1169 -7.1817
S 1.6180 -0.2711 -6.0987
O 2.9681 -0.6620 -6.3373
O 1.7075 0.9361 -5.0765
C 0.6444 1.9155 -5.0060
C 0.9124 3.0235 -6.0237
C 0.8156 -1.4887 -5.0979
H 0.6099 2.3228 -3.9998
H -0.2843 1.4200 -5.2882
H 1.9476 3.3563 -5.9512
H 0.2870 3.8872 -5.7846
H 0.6493 2.6848 -7.0223
H 0.4800 -2.2585 -5.7929
H -0.0186 -1.0578 -4.5547
H 1.5985 -1.9092 -4.4708
O -4.5993 -0.1415 -6.2593
S -3.4908 -0.3700 -5.3860
O -2.4909 -1.3081 -5.7463
O -2.7892 1.0192 -5.0720
C -3.5586 2.2171 -5.2567
C -2.5797 3.3691 -5.1355
C -4.0916 -0.7796 -3.7766
H -4.3454 2.3005 -4.5058
H -3.9952 2.2658 -6.2522
H -1.9558 3.2659 -4.2468
H -3.0787 4.3409 -5.1042
H -1.9601 3.4206 -6.0334
H -3.2089 -0.7850 -3.1390
H -4.5498 -1.7624 -3.8554
H -4.7624 0.0205 -3.4748
O -1.5713 -0.9595 6.3755
S -0.3095 -1.4981 6.8100
O -0.2075 -2.0869 8.0831
O 0.1393 -2.5524 5.7562
C 0.0324 -2.2604 4.3449
C 0.4836 -3.5001 3.6062
C 0.8903 -0.2141 6.6279
H 0.6123 -1.3884 4.0436
H -1.0187 -2.1288 4.0951
H -0.2032 -4.3320 3.7482
H 1.5115 -3.7804 3.8215
H 0.4085 -3.2821 2.5369
H 1.9020 -0.6082 6.6160
H 0.7306 0.4696 7.4631
H 0.6661 0.3707 5.7361
O -3.0481 3.8594 -0.0237
S -2.4581 5.1309 -0.2895
O -1.6776 5.7896 0.7089
O -1.6116 4.9165 -1.5646
C -0.5671 5.8796 -1.9318
C 0.1525 5.3029 -3.1297
C -3.6958 6.2201 -0.9057
H 0.1366 5.9817 -1.1098
H -1.1289 6.7773 -2.1874
H 1.0502 5.8918 -3.3186
H -0.4856 5.2662 -4.0102
H 0.4678 4.2868 -2.8963
H -3.2089 7.1759 -1.0889
H -4.5403 6.3249 -0.2322
H -4.0075 5.7990 -1.8604
O -6.7889 -3.0243 -3.0119
S -6.2233 -3.6834 -1.8882
O -6.9655 -4.6771 -1.1823
O -4.8826 -4.3701 -2.4000
C -4.0854 -5.0646 -1.4143
C -2.6899 -5.2605 -1.9692
C -5.6056 -2.4898 -0.7460
H -4.5052 -6.0726 -1.3847
H -4.1269 -4.5875 -0.4419
H -2.2883 -4.3470 -2.4069
H -2.6736 -6.0759 -2.6938
H -2.0085 -5.6284 -1.1953
H -5.3390 -2.9861 0.1844
H -6.4138 -1.7901 -0.5472
H -4.7346 -1.9965 -1.1667
O 4.7500 -5.4681 -5.0963
S 5.3524 -4.7448 -4.0299
O 6.5044 -3.9250 -4.2032
O 4.3099 -3.8203 -3.2923
C 2.9790 -4.3318 -3.0947
C 2.3192 -3.5554 -1.9828
C 5.7778 -5.9294 -2.7772
H 3.0269 -5.3913 -2.8277
H 2.3865 -4.2723 -4.0088
H 2.7526 -3.7505 -1.0022
H 1.2394 -3.7071 -1.9631
H 2.3997 -2.4737 -2.1449
H 4.9297 -6.5877 -2.6223
H 6.0731 -5.4111 -1.8692
H 6.6606 -6.4256 -3.1747
O -0.3143 2.2924 4.1274
S -1.5026 2.8624 3.5830
O -1.8926 2.4884 2.2541
O -2.7458 2.4880 4.4806
C -2.5201 2.4139 5.9020
C -3.6764 1.6650 6.5174
C -1.4088 4.6184 3.6889
H -2.5262 3.4193 6.3426
H -1.5660 1.9690 6.1756
H -3.7348 0.6650 6.0888
H -4.6111 2.1736 6.2714
H -3.6233 1.5697 7.5993
H -0.9457 4.8716 4.6384
H -2.3760 5.0576 3.4750
H -0.6968 4.8686 2.8992
O 3.8829 5.0788 -5.3552
S 4.4217 5.8903 -4.3240
O 4.1924 7.2994 -4.3005
O 3.8630 5.3460 -2.9313
C 4.3557 5.9286 -1.6902
C 3.7665 5.0842 -0.5812
C 6.1728 5.6529 -4.1360
H 4.1185 6.9869 -1.6287
H 5.4292 5.7429 -1.7038
H 4.1938 5.3462 0.3875
H 3.9578 4.0272 -0.7529
H 2.6895 5.2605 -0.5196
H 6.6647 5.9354 -5.0604
H 6.3588 4.6469 -3.7689
H 6.4680 6.3589 -3.3643
O 3.7373 0.9974 5.4127
S 4.1991 2.1290 6.1453
O 5.5684 2.2934 6.4657
O 3.7668 3.4533 5.4189
C 2.4449 3.5052 4.8310
C 2.5473 3.5366 3.3337
C 3.3330 2.2986 7.6940
H 1.9532 4.3870 5.2501
H 1.8832 2.6417 5.1866
H 1.5610 3.6133 2.8798
H 2.9423 2.5754 2.9913
H 3.2265 4.2951 2.9493
H 2.5017 2.9909 7.5674
H 4.0375 2.7435 8.3904
H 2.9832 1.3487 8.0872
O -5.9643 -1.3931 2.3395
S -4.9853 -0.6455 3.0423
O -4.1848 0.3092 2.3490
O -5.6834 0.1938 4.1693
C -6.5870 -0.5077 5.0547
C -7.8474 0.3060 5.1550
C -3.9607 -1.7594 3.9598
H -6.0772 -0.5883 6.0209
H -6.7860 -1.5396 4.7632
H -8.3533 0.3225 4.1905
H -7.6718 1.3324 5.4775
H -8.5243 -0.1012 5.9093
H -4.6269 -2.2896 4.6338
H -3.2791 -1.1528 4.5575
H -3.4509 -2.3603 3.2127
O -1.7434 -5.4381 2.1037
S -3.1325 -5.6452 2.3647
O -4.0314 -4.5666 2.1651
O -3.6715 -6.8414 1.5040
C -2.9161 -8.0649 1.4511
C -3.3277 -8.8336 0.2284
C -3.2325 -6.2546 4.0321
H -3.0632 -8.6736 2.3458
H -1.8557 -7.8099 1.4004
H -2.9261 -8.3936 -0.6832
H -4.4150 -8.7908 0.1265
H -3.0487 -9.8808 0.3159
H -4.2619 -6.5992 4.1467
H -3.1432 -5.3830 4.6731
H -2.5192 -7.0661 4.0977
O 4.0719 0.0951 -1.8204
S 4.9013 1.2068 -2.1612
O 5.3326 2.0962 -1.1236
O 6.2020 0.6659 -2.8605
C 6.0175 -0.5198 -3.7016
C 7.1404 -0.5349 -4.7155
C 4.1468 2.1756 -3.4303
H 5.0750 -0.3781 -4.2382
H 5.9386 -1.4377 -3.1273
H 7.3079 0.4162 -5.2088
H 6.8932 -1.3206 -5.4307
H 8.0412 -0.8822 -4.2049
H 3.8516 1.4824 -4.2141
H 4.8900 2.9298 -3.6498
H 3.2390 2.5935 -2.9998
O 2.9615 -2.6562 1.5358
S 3.8222 -1.7955 2.2851
O 3.9151 -1.9631 3.6919
O 5.3148 -1.9759 1.7326
C 5.4891 -1.8919 0.3136
C 6.3593 -3.0247 -0.1519
C 3.5510 -0.1063 1.8172
H 5.9324 -0.9357 0.0312
H 4.5380 -1.9769 -0.2155
H 5.8941 -4.0033 -0.0034
H 7.2651 -3.1064 0.4583
H 6.6760 -2.9483 -1.1922
H 4.3288 0.4445 2.3458
H 2.5292 0.1623 2.0648
H 3.7726 -0.0106 0.7556
*
```